The following is a quantum chemistry calculation of a structure of composition C6H7N at a distorted geometry, from OMol25.

The geometry in XYZ format:
```
14
Properties=species:S:1:pos:R:3:lowdin_charge:R:1
C -2.4716 0.1973 0.1215 -0.08
C 1.8467 1.2837 -0.2678 0.17
C -1.3295 1.1228 0.0054 -0.06
C 1.0483 0.2837 -0.0482 -0.39
C -1.6498 -0.8891 0.1090 0.01
C 1.7025 -1.0757 0.0267 -0.06
N -0.4221 0.1048 0.1007 -0.05
H -3.5156 0.2983 0.1304 0.06
H 1.9969 2.2756 -0.3159 -0.01
H -1.1862 2.1362 0.0084 0.08
H -1.6192 -1.9495 0.1128 0.08
H 1.2791 -1.6447 -0.8091 0.09
H 1.5344 -1.4201 0.9881 0.05
H 2.7861 -0.7233 -0.1620 0.10
```

total charge = 0
2S+1 = 1
HOMO level (spin up / spin down) = -8.11 / -7.15 eV
E_tot = -287.30003 a.u.

---

The following is a quantum chemistry calculation of a structure of composition C33H71BI2N8O8S at a distorted geometry, from OMol25.

The geometry in XYZ format:
```
124
Properties=species:S:1:pos:R:3:lowdin_charge:R:1
C -1.7640 6.4201 2.4093 -0.05
C -3.1887 5.5613 2.2359 -0.31
O -4.0615 5.5844 3.2521 -0.07
N -3.3428 4.8033 0.9361 -0.02
C -4.5400 3.8791 0.9283 -0.22
C -4.1175 2.3307 1.3974 -0.16
C -3.2297 1.7171 0.1571 -0.21
C -2.3346 0.3976 0.5594 -0.16
B -0.8998 0.5406 -0.2957 -0.38
C 0.5775 0.5346 0.4249 -0.14
C 0.8958 1.8263 1.3810 -0.26
C -0.1900 2.0960 2.5783 -0.55
S 0.4848 3.3010 3.8646 0.62
C -1.0496 0.6445 -1.9295 -0.57
I -1.5367 -1.2302 -3.0350 0.83
C -0.8953 1.8658 -2.7643 -0.70
C -0.5868 3.3197 -2.0742 -0.15
I -1.0746 1.8140 -4.9883 0.67
H -1.3155 6.2317 3.4757 0.08
H -1.9341 7.5619 2.2164 0.09
H -0.9562 6.0357 1.6185 0.08
H -3.3046 5.4280 0.0967 0.13
H -4.8645 3.7600 -0.2142 0.13
H -5.4845 4.2846 1.4896 0.12
H -5.1019 1.6954 1.5720 0.12
H -3.4781 2.4167 2.3998 0.12
H -3.8640 1.5057 -0.8275 0.14
H -2.4491 2.5647 -0.1397 0.08
H -2.8247 -0.6129 0.2057 0.10
H -2.1364 0.2897 1.7254 0.09
H 0.6843 -0.4283 1.0870 0.12
H 1.3778 0.5103 -0.4528 0.13
H 1.0838 2.8142 0.7693 0.11
H 1.9327 1.5888 1.9231 0.12
H -0.5537 1.1019 3.1139 0.09
H -1.1616 2.5660 2.0888 0.07
H -0.3909 3.3445 4.9769 -0.11
H 0.0484 3.2840 -1.0922 0.07
H -0.0448 4.0202 -2.8722 0.08
H -1.6305 3.8398 -1.8565 0.08
C -0.6710 -6.6476 -3.4503 -0.01
C -0.6203 -5.1470 -3.3867 -0.55
O -1.4580 -4.4411 -3.9443 -0.05
N 0.3937 -4.5663 -2.6840 0.00
C 1.4670 -5.2092 -1.9646 -0.08
H -1.5350 -6.9578 -4.0455 0.09
H 0.2332 -7.0337 -3.9282 0.06
H -0.7785 -7.0623 -2.4446 0.09
H 0.3571 -3.5537 -2.6895 0.06
H 1.4100 -4.8949 -0.9195 0.08
H 2.4131 -4.8665 -2.3907 0.08
H 1.4140 -6.2970 -2.0217 0.08
C 3.5172 -1.3993 -7.7576 -0.02
C 2.8166 -1.0139 -6.4852 -0.55
O 3.4082 -0.4777 -5.5506 0.01
N 1.4822 -1.2744 -6.3807 0.00
C 0.6117 -1.8906 -7.3529 -0.08
H 4.5747 -1.1274 -7.6877 0.08
H 3.4487 -2.4794 -7.9114 0.08
H 3.0790 -0.8641 -8.6041 0.08
H 1.0852 -0.9852 -5.4944 0.10
H -0.1884 -1.1839 -7.5869 0.08
H 0.1782 -2.7856 -6.9001 0.08
H 1.1369 -2.1632 -8.2690 0.08
C 4.8696 7.1469 4.9349 -0.01
C 3.8924 6.5248 3.9776 -0.55
O 3.4519 7.1349 3.0056 0.01
N 3.4920 5.2421 4.2093 0.00
C 3.8862 4.3614 5.2824 -0.09
H 5.0907 8.1699 4.6160 0.09
H 4.4391 7.1845 5.9390 0.09
H 5.8032 6.5783 4.9403 0.04
H 2.8340 4.8966 3.5204 0.09
H 4.3389 3.4704 4.8402 0.07
H 2.9863 4.0716 5.8304 0.07
H 4.5950 4.8293 5.9665 0.08
C -8.4007 -0.2978 3.0700 -0.01
C -8.1749 0.8182 2.0892 -0.55
O -7.8013 0.6093 0.9370 0.01
N -8.3963 2.0971 2.5070 0.00
C -8.8330 2.5517 3.8052 -0.08
H -8.1823 -1.2556 2.5884 0.08
H -7.7334 -0.1837 3.9283 0.09
H -9.4442 -0.3057 3.3956 0.08
H -8.2219 2.7899 1.7884 0.14
H -9.7664 3.1048 3.6740 0.08
H -8.0699 3.2258 4.2023 0.08
H -8.9917 1.7289 4.5033 0.08
C 1.2959 -10.7023 -5.9093 -0.01
C 1.9352 -9.6491 -5.0488 -0.54
O 1.3464 -9.1346 -4.1004 0.01
N 3.2096 -9.2635 -5.3433 0.00
C 4.0663 -9.7388 -6.4029 -0.08
H 0.2823 -10.9011 -5.5486 0.09
H 1.2314 -10.3537 -6.9433 0.09
H 1.8697 -11.6310 -5.8541 0.09
H 3.5678 -8.5511 -4.7180 0.14
H 4.9704 -10.1512 -5.9480 0.08
H 4.3374 -8.8846 -7.0281 0.08
H 3.5861 -10.5020 -7.0164 0.08
C 7.5229 3.9014 3.1320 0.00
C 8.1623 4.9546 3.9925 -0.53
O 7.5734 5.4691 4.9409 0.01
N 9.4366 5.3402 3.6980 0.00
C 10.2933 4.8649 2.6385 -0.08
H 6.5093 3.7026 3.4928 0.07
H 7.4584 4.2500 2.0980 0.09
H 8.0967 2.9727 3.1872 0.09
H 9.7949 6.0526 4.3233 0.14
H 11.1974 4.4525 3.0933 0.08
H 10.5644 5.7191 2.0133 0.08
H 9.8131 4.1017 2.0249 0.08
C -4.8892 -4.9550 2.6726 -0.01
C -4.8604 -3.4658 2.8727 -0.54
O -5.8637 -2.8299 3.1886 0.02
N -3.6755 -2.8151 2.6944 0.00
C -2.3955 -3.3710 2.3269 -0.08
H -5.9027 -5.3267 2.8508 0.09
H -4.6076 -5.2010 1.6454 0.09
H -4.2140 -5.4418 3.3811 0.08
H -3.7397 -1.8155 2.8476 0.13
H -1.6823 -3.1321 3.1197 0.08
H -2.0727 -2.8932 1.3986 0.07
H -2.4354 -4.4518 2.1860 0.08
```

total charge = 0
2S+1 = 1
HOMO level = -8.53 eV
E_tot = -3358.25266 a.u.

---

The following is a quantum chemistry calculation of a structure of composition C28H28BiBr4N4O4 at a distorted geometry, from OMol25.

The geometry in XYZ format:
```
69
Properties=species:S:1:pos:R:3:lowdin_charge:R:1
Bi -2.1075 0.4963 0.5448 2.01
O -0.6400 0.1729 2.4985 -0.24
C -0.1185 1.1320 3.1711 -0.38
C -0.0861 1.1242 4.6131 -0.02
C 0.4692 2.1693 5.3090 -0.11
C 1.0405 3.2797 4.6538 -0.14
C 1.0628 3.3420 3.2826 -0.07
C 0.5005 2.2948 2.5076 -0.15
C 0.5439 2.4225 1.0866 -0.10
N -0.1950 1.8456 0.1777 -0.13
C 0.1306 2.1007 -1.2257 -0.22
C -0.3281 0.9246 -2.0824 -0.22
N -1.7106 0.7037 -1.7120 -0.12
C -2.5889 0.4887 -2.6618 -0.08
C -4.0089 0.5108 -2.5609 -0.14
C -4.7736 -0.0473 -3.6301 -0.06
C -6.1425 -0.0821 -3.5438 -0.13
C -6.8045 0.3511 -2.3799 -0.10
C -6.1255 0.8943 -1.3144 -0.01
C -4.6919 1.0562 -1.3693 -0.38
O -4.0440 1.6028 -0.4118 -0.25
H -0.5203 0.2747 5.1395 0.11
H 0.4843 2.1726 6.3908 0.09
H 1.4804 4.0766 5.2415 0.08
H 1.5068 4.2048 2.7894 0.10
H 1.2489 3.1665 0.6851 0.13
H 1.2123 2.2499 -1.3418 0.09
H -0.4026 3.0294 -1.5623 0.13
H 0.3063 0.0598 -1.8547 0.09
H -0.2504 1.1634 -3.1469 0.12
H -2.1731 0.2597 -3.6596 0.13
H -4.2689 -0.4311 -4.5122 0.10
H -6.7540 -0.4395 -4.3663 0.09
H -7.8715 0.2105 -2.3401 0.09
H -6.6628 1.2247 -0.4274 0.11
Br -0.8511 -6.4893 -0.5993 0.65
C -1.7532 -4.8373 -0.3736 -0.77
C -3.1393 -4.7620 -0.3328 -0.76
Br -4.1436 -6.3652 -0.5526 0.65
C -3.7780 -3.5426 -0.1465 -0.66
Br -5.6572 -3.4044 -0.1534 0.74
C -3.0522 -2.3654 0.0039 -0.43
O -3.6079 -1.2131 0.1885 -0.27
C -1.5950 -2.4500 -0.0556 -0.39
O -0.8894 -1.3578 0.1164 -0.30
C -0.9803 -3.6877 -0.2528 -0.63
Br 0.9205 -3.7011 -0.3066 0.77
C 4.0294 1.0934 -2.0072 -0.08
C 4.2236 -0.3893 -1.6770 -0.23
N 4.1843 -0.6961 -0.2434 -0.10
C 5.4783 -0.7296 0.4675 -0.22
C 5.9222 0.6256 1.0464 -0.09
C 2.9468 -0.7166 0.3997 -0.45
C 2.9562 -1.1183 1.8580 -0.02
N 1.8751 -0.4322 -0.2412 0.13
H 3.9444 1.2229 -3.0945 0.07
H 4.8733 1.6827 -1.6532 0.05
H 3.0938 1.4389 -1.5147 0.05
H 5.1897 -0.7376 -2.0454 0.10
H 3.4378 -0.9872 -2.1629 0.11
H 6.2407 -1.0486 -0.2605 0.11
H 5.4346 -1.4850 1.2658 0.10
H 6.1448 1.3048 0.2108 0.06
H 6.8290 0.5063 1.6602 0.07
H 5.1134 1.0845 1.6593 0.08
H 3.3150 -2.1493 1.9685 0.08
H 1.9427 -1.0454 2.2593 0.08
H 3.6447 -0.4713 2.4262 0.07
H 0.9896 -0.7813 0.1551 0.01
```

total charge = -1
2S+1 = 1
HOMO level = -4.41 eV
E_tot = -12114.53548 a.u.

---

The following is a quantum chemistry calculation of a structure of composition C5H6O4 at a distorted geometry, from OMol25.

The geometry in XYZ format:
```
15
Properties=species:S:1:pos:R:3:lowdin_charge:R:1
C -0.9618 0.4867 0.9083 0.00
C 1.6025 0.7488 0.6287 0.03
C -0.2960 -0.9174 -1.3202 -0.49
C -0.9964 0.6877 -0.5571 -0.29
C 0.4067 -0.1505 0.6086 -0.41
O -1.3908 -1.6877 -1.2241 0.10
O 0.4847 -0.8609 -2.2109 0.15
O -1.2883 1.5749 -1.2874 0.16
O 0.5469 -1.4200 0.4934 0.02
H -1.1736 -2.4885 -0.7221 0.13
H -1.6692 -0.2798 1.2218 0.14
H -0.9644 1.3976 1.5071 0.13
H 1.3634 1.7726 0.3427 0.10
H 1.9719 0.7741 1.6574 0.11
H 2.3644 0.3623 -0.0462 0.10
```

total charge = 0
2S+1 = 1
HOMO level = -8.82 eV
E_tot = -494.97529 a.u.

---

Question: Which value of E_tot does entry 4 give?
Answer: -494.97529 a.u.

---

Question: Which value of total charge does entry 2 give?
Answer: 0

---

Question: What is the total charge in the first record?
Answer: 0

---

Question: The highest E_tot belongs to which entry?
Answer: C6H7N